Version i
A 2-piece molecular cluster, C4H12 overall, computed with the ωB97M-V functional and the def2-TZVPD basis.

Values from the calculation:
- <S²>: 0.7529
- HOMO (spin up / spin down): -14.6 / -14.6 eV
- Kohn-Sham gap (spin up / spin down): 10.934 / 3.049 eV

```
! RIJCOSX wB97M-V def2-TZVPD def2/J DEFGRID3
* xyz 1 2
C 1.38609 -1.51289 0.59446
C 2.37158 -0.38295 0.53477
H 1.30029 -2.28097 1.37732
H 0.30966 -1.20823 0.55087
H 1.43338 -2.17523 -0.28587
H 2.42759 0.08876 -0.44160
H 3.34256 -0.81038 0.86550
H 2.29619 0.47178 1.23296
C -2.49035 1.21702 -0.33093
C -1.16755 0.61087 -0.73030
H -2.89943 0.70709 0.55335
H -2.47804 2.38045 -0.25056
H -3.23742 1.39633 -1.23056
H -0.92575 0.95953 -1.77184
H -1.27011 -0.47008 -0.66120
H -0.39870 1.00890 -0.00637
*
```

Löwdin atomic charges, in units of e:
1 C -0.19
2 C -0.17
3 H 0.08
4 H 0.03
5 H 0.08
6 H 0.06
7 H 0.08
8 H 0.07
9 C 0.03
10 C -0.05
11 H 0.12
12 H 0.21
13 H 0.24
14 H 0.13
15 H 0.10
16 H 0.17

Version ii
A 2-piece molecular cluster, C4H12 overall, computed with the ωB97M-V functional and the def2-TZVPD basis.

Values from the calculation:
- <S²>: 0.7534
- HOMO (spin up / spin down): -17.1 / -15.4 eV
- Kohn-Sham gap (spin up / spin down): 14.158 / 4.074 eV

```
! RIJCOSX wB97M-V def2-TZVPD def2/J DEFGRID3
* xyz 1 2
C -0.51140 -1.64256 -1.90793
C 0.32768 -0.49663 -1.53838
H -1.11412 -1.50694 -2.80946
H 0.01343 -2.59944 -1.95347
H -1.24357 -1.80110 -1.07245
H 1.25304 -0.36715 -2.17312
H -0.24903 0.43267 -1.56890
H 0.89091 -0.62790 -0.58780
C -0.57417 1.28726 1.45479
C 0.72895 0.82770 1.99987
H -0.70542 2.34030 1.68182
H -0.66249 1.07626 0.34192
H -1.48031 0.73165 1.77773
H 1.50562 1.30724 1.36014
H 0.89737 1.27952 2.98340
H 0.92351 -0.24088 2.01183
*
```

Löwdin atomic charges, in units of e:
1 C -0.09
2 C -0.10
3 H 0.10
4 H 0.11
5 H 0.14
6 H 0.16
7 H 0.09
8 H 0.11
9 C -0.07
10 C -0.11
11 H 0.10
12 H 0.11
13 H 0.14
14 H 0.13
15 H 0.11
16 H 0.09

Version iii
A 2-piece molecular cluster, C4H12 overall, computed with the ωB97M-V functional and the def2-TZVPD basis.

Values from the calculation:
- <S²>: 0.7553
- HOMO (spin up / spin down): -16.6 / -16.6 eV
- Kohn-Sham gap (spin up / spin down): 13.589 / 6.305 eV

```
! RIJCOSX wB97M-V def2-TZVPD def2/J DEFGRID3
* xyz 1 2
C 0.39761 -0.76418 -1.25907
C -0.30972 -0.86206 -2.59019
H -0.23659 -0.30295 -0.40088
H 0.73313 -1.73922 -0.88793
H 1.26511 -0.11270 -1.30891
H -1.37369 -1.09347 -2.49489
H 0.20715 -1.62034 -3.20092
H -0.28773 0.09758 -3.10967
C -0.05970 1.11021 1.26760
C 0.06361 0.51868 2.59529
H -0.69828 0.38348 0.57192
H -0.65638 2.03475 1.25122
H 0.89194 1.18188 0.76917
H -0.87556 0.15288 3.04105
H 0.84062 -0.20976 2.73926
H 0.20405 1.32933 3.33213
*
```

Löwdin atomic charges, in units of e:
1 C -0.07
2 C -0.09
3 H 0.08
4 H 0.11
5 H 0.10
6 H 0.09
7 H 0.11
8 H 0.08
9 C -0.06
10 C -0.09
11 H 0.15
12 H 0.13
13 H 0.09
14 H 0.12
15 H 0.09
16 H 0.14

Version iv
A 2-piece molecular cluster, C4H12 overall, computed with the ωB97M-V functional and the def2-TZVPD basis.

Values from the calculation:
- <S²>: 0.7533
- HOMO (spin up / spin down): -16.3 / -15.8 eV
- Kohn-Sham gap (spin up / spin down): 13.202 / 4.742 eV

```
! RIJCOSX wB97M-V def2-TZVPD def2/J DEFGRID3
* xyz 1 2
C -0.81906 1.12085 -1.02340
C -0.23928 0.42069 -2.22430
H -0.85696 2.22103 -1.17318
H -1.82989 0.79855 -0.78408
H -0.13967 1.03976 -0.15725
H -0.21732 -0.66496 -2.00362
H 0.82297 0.64590 -2.33145
H -0.75873 0.61107 -3.15870
C 0.49829 -1.51249 1.45484
C 0.59032 -0.07894 1.74884
H 1.34342 -1.82848 0.83585
H 0.30847 -2.09887 2.35270
H -0.30220 -1.70839 0.69347
H -0.44418 0.41512 1.78557
H 1.29473 0.47544 1.14404
H 0.74908 0.14372 2.84068
*
```

Löwdin atomic charges, in units of e:
1 C -0.12
2 C -0.12
3 H 0.12
4 H 0.09
5 H 0.05
6 H 0.08
7 H 0.08
8 H 0.10
9 C -0.06
10 C -0.06
11 H 0.12
12 H 0.12
13 H 0.15
14 H 0.19
15 H 0.09
16 H 0.17

Stability, highest: version iii

Version i
A 2-piece molecular cluster, C4H12 overall, computed with the ωB97M-V functional and the def2-TZVPD basis.

Values from the calculation:
- <S²>: 0.7532
- HOMO (spin up / spin down): -16.4 / -14.8 eV
- Kohn-Sham gap (spin up / spin down): 13.531 / 3.270 eV

```
! RIJCOSX wB97M-V def2-TZVPD def2/J DEFGRID3
* xyz 1 2
C -1.55277 -1.72229 0.59866
C -2.27573 -1.04593 -0.57618
H -0.66943 -2.17524 0.43212
H -1.49197 -1.00528 1.47118
H -2.11093 -2.63753 0.83697
H -2.78014 -0.08177 -0.23686
H -2.84021 -1.57485 -1.17430
H -1.43018 -0.69660 -1.26226
C 1.54292 0.86326 -0.56271
C 2.21202 1.77928 0.48558
H 2.12301 0.10295 -1.10685
H 0.60561 0.51069 -0.04216
H 1.30599 1.51939 -1.32973
H 2.13925 2.85396 0.29052
H 3.36841 1.55983 0.56167
H 1.85414 1.75013 1.61436
*
```

Löwdin atomic charges, in units of e:
1 C -0.04
2 C -0.01
3 H 0.06
4 H 0.13
5 H 0.14
6 H 0.13
7 H 0.03
8 H 0.17
9 C -0.09
10 C -0.10
11 H 0.10
12 H 0.10
13 H 0.05
14 H 0.07
15 H 0.15
16 H 0.13

Version ii
A 2-piece molecular cluster, C4H12 overall, computed with the ωB97M-V functional and the def2-TZVPD basis.

Values from the calculation:
- <S²>: 0.7531
- HOMO (spin up / spin down): -14.3 / -14.3 eV
- Kohn-Sham gap (spin up / spin down): 10.700 / 2.963 eV

```
! RIJCOSX wB97M-V def2-TZVPD def2/J DEFGRID3
* xyz 1 2
C -2.36096 0.40214 0.63326
C -1.86948 1.77209 1.10460
H -2.03404 -0.42253 1.22645
H -3.45063 0.35982 0.53289
H -2.19323 0.32014 -0.42566
H -2.20989 2.53283 0.41253
H -2.29752 2.03236 2.09650
H -0.79849 1.82818 1.09167
C 2.30290 -1.17551 -0.18126
C 1.90341 -1.08140 -1.54646
H 2.36327 -0.21442 0.42567
H 1.54045 -1.69865 0.35275
H 3.33933 -1.55013 -0.11004
H 2.42721 -1.71608 -2.34077
H 2.32627 -0.12378 -2.04506
H 0.80385 -1.12764 -1.74005
*
```

Löwdin atomic charges, in units of e:
1 C -0.18
2 C -0.16
3 H 0.05
4 H 0.07
5 H 0.04
6 H 0.06
7 H 0.08
8 H 0.04
9 C -0.02
10 C -0.01
11 H 0.20
12 H 0.12
13 H 0.15
14 H 0.19
15 H 0.22
16 H 0.13

Stability, highest: version ii

Version i
A 2-piece molecular cluster, C4H12 overall, computed with the ωB97M-V functional and the def2-TZVPD basis.

Values from the calculation:
- <S²>: 0.7535
- HOMO (spin up / spin down): -16.7 / -15.1 eV
- Kohn-Sham gap (spin up / spin down): 13.732 / 3.848 eV

```
! RIJCOSX wB97M-V def2-TZVPD def2/J DEFGRID3
* xyz 1 2
C -1.74957 -0.09221 1.26797
C -0.87317 -1.36957 1.13090
H -2.73207 -0.16892 1.80397
H -1.22209 0.60542 1.96456
H -2.18116 0.20383 0.36323
H 0.16906 -1.27321 1.61697
H -1.57490 -2.29127 1.46250
H -0.64428 -1.41388 0.01757
C 0.81211 1.18323 -1.22966
C 2.05299 0.24403 -1.13786
H 0.98946 2.24926 -0.81679
H 0.33717 1.20993 -2.17184
H -0.15799 0.95862 -0.82370
H 2.89978 0.59679 -1.66566
H 1.83766 -0.66198 -1.72186
H 2.03701 0.01992 -0.06030
*
```

Löwdin atomic charges, in units of e:
1 C -0.05
2 C -0.09
3 H 0.15
4 H 0.14
5 H 0.08
6 H 0.11
7 H 0.18
8 H 0.08
9 C -0.06
10 C -0.06
11 H 0.14
12 H 0.09
13 H 0.06
14 H 0.08
15 H 0.09
16 H 0.09

Version ii
A 2-piece molecular cluster, C4H12 overall, computed with the ωB97M-V functional and the def2-TZVPD basis.

Values from the calculation:
- <S²>: 0.7536
- HOMO (spin up / spin down): -16.5 / -15.5 eV
- Kohn-Sham gap (spin up / spin down): 13.621 / 4.419 eV

```
! RIJCOSX wB97M-V def2-TZVPD def2/J DEFGRID3
* xyz 1 2
C -2.26453 0.00235 -0.30936
C -1.47870 1.20223 -0.72139
H -2.29227 -0.23381 0.74633
H -3.31781 0.11383 -0.67575
H -2.01359 -0.88950 -0.91215
H -0.46290 0.82267 -1.09385
H -1.89698 1.67132 -1.61379
H -1.20754 1.84648 0.10882
C 1.57152 -0.03126 0.11082
C 2.15814 -1.10249 0.98559
H 2.12654 0.04024 -0.82773
H 0.48750 -0.21028 -0.04572
H 1.68237 0.91090 0.64497
H 1.57547 -2.03372 1.15967
H 2.96886 -1.61206 0.42381
H 2.57866 -0.76836 1.92785
*
```

Löwdin atomic charges, in units of e:
1 C -0.08
2 C -0.04
3 H 0.09
4 H 0.14
5 H 0.13
6 H 0.15
7 H 0.12
8 H 0.11
9 C -0.11
10 C -0.10
11 H 0.10
12 H 0.07
13 H 0.09
14 H 0.11
15 H 0.11
16 H 0.09

Version iii
A 2-piece molecular cluster, C4H12 overall, computed with the ωB97M-V functional and the def2-TZVPD basis.

Values from the calculation:
- <S²>: 0.7537
- HOMO (spin up / spin down): -16.7 / -15.5 eV
- Kohn-Sham gap (spin up / spin down): 13.746 / 4.299 eV

```
! RIJCOSX wB97M-V def2-TZVPD def2/J DEFGRID3
* xyz 1 2
C -0.30395 -2.31907 -1.34363
C 0.29646 -0.95265 -1.09882
H -0.68207 -2.85567 -0.48059
H -1.03897 -2.27310 -2.14106
H 0.53563 -2.92578 -1.73843
H 0.76920 -0.51293 -1.98214
H 1.02780 -0.83986 -0.30287
H -0.55465 -0.24034 -0.91028
C 0.37586 1.28170 1.80691
C -0.40621 1.96248 0.62212
H -0.23087 0.59121 2.39669
H 1.25258 0.84695 1.31245
H 0.83222 2.05965 2.43969
H 0.40128 2.72236 0.49953
H -1.30712 2.36232 1.09780
H -0.65430 1.35279 -0.26249
*
```

Löwdin atomic charges, in units of e:
1 C -0.09
2 C -0.11
3 H 0.09
4 H 0.09
5 H 0.12
6 H 0.10
7 H 0.08
8 H 0.10
9 C -0.04
10 C 0.01
11 H 0.11
12 H 0.10
13 H 0.11
14 H 0.14
15 H 0.12
16 H 0.07

Stability, highest: version ii

Version i
A 2-piece molecular cluster, C4H12 overall, computed with the ωB97M-V functional and the def2-TZVPD basis.

Values from the calculation:
- <S²>: 0.7545
- HOMO (spin up / spin down): -16.6 / -16.4 eV
- Kohn-Sham gap (spin up / spin down): 13.563 / 5.924 eV

```
! RIJCOSX wB97M-V def2-TZVPD def2/J DEFGRID3
* xyz 1 2
C -1.67995 -0.59847 -0.82856
C -0.44247 -0.97026 -1.53695
H -2.64426 -0.90226 -1.27115
H -1.72562 -1.13637 0.14091
H -1.70206 0.47276 -0.67533
H -0.44891 -2.00423 -1.92487
H 0.47421 -1.20302 -0.81825
H -0.06232 -0.13779 -2.13207
C 1.03297 1.54249 1.01240
C 1.08208 0.05020 1.21923
H 1.95054 2.11894 0.89299
H 0.41923 1.80542 0.14345
H 0.52836 1.97658 1.88768
H 1.91171 -0.27864 1.83929
H 1.04278 -0.44413 0.19258
H 0.26371 -0.29122 1.85865
*
```

Löwdin atomic charges, in units of e:
1 C -0.08
2 C -0.03
3 H 0.13
4 H 0.12
5 H 0.09
6 H 0.14
7 H 0.15
8 H 0.12
9 C -0.10
10 C -0.09
11 H 0.09
12 H 0.08
13 H 0.11
14 H 0.10
15 H 0.08
16 H 0.10

Version ii
A 2-piece molecular cluster, C4H12 overall, computed with the ωB97M-V functional and the def2-TZVPD basis.

Values from the calculation:
- <S²>: 0.7524
- HOMO (spin up / spin down): -14.9 / -14.9 eV
- Kohn-Sham gap (spin up / spin down): 11.524 / 3.916 eV

```
! RIJCOSX wB97M-V def2-TZVPD def2/J DEFGRID3
* xyz 1 2
C -1.48904 4.38179 -0.22232
H -0.75504 3.59229 0.13822
H -2.18246 4.02878 -0.99134
H -0.78987 5.19545 -0.51658
H -1.97624 4.77989 0.61140
C -0.57065 -1.48228 -0.29646
C 0.92750 -2.07369 -0.37410
C 1.64083 -2.45823 0.95083
H -1.00038 -2.10222 0.54813
H -1.04105 -1.68042 -1.25011
H -0.72242 -0.44039 -0.11878
H 1.54756 -1.43417 -1.05244
H 0.98260 -2.79544 -1.21168
H 2.20713 -3.39977 0.77703
H 2.36374 -1.66848 1.24645
H 0.85780 -2.44313 1.76176
*
```

Löwdin atomic charges, in units of e:
1 C -0.06
2 H 0.03
3 H 0.02
4 H 0.03
5 H -0.02
6 C 0.02
7 C -0.12
8 C -0.01
9 H 0.13
10 H 0.10
11 H 0.10
12 H 0.22
13 H 0.18
14 H 0.12
15 H 0.14
16 H 0.12

Stability, highest: version i